Density functional theory data (ωB97M-V/def2-TZVPD) for C38H45F2N2S4SiSn as an isolated structure at a distorted geometry.

Each line ends with the Mulliken charge.
CARTESIAN COORDINATES (ANGSTROEM)
Sn: -0.915 1.154 0.684  0.647
C: 3.011 -5.946 -1.898  -1.812
C: 2.319 -4.602 -2.251  2.072
C: 3.305 -3.456 -1.957  -1.499
C: 2.054 -4.621 -3.760  -1.516
C: 1.009 -4.425 -1.498  0.057
C: 0.117 -5.491 -1.372  -0.566
C: -1.042 -5.368 -0.599  -1.192
C: -1.343 -4.194 0.024  0.729
S: -2.688 -3.845 1.088  -0.303
C: -2.015 -2.185 1.182  0.183
N: -0.944 -1.902 0.426  0.311
C: -0.495 -3.059 -0.152  -1.660
C: 0.670 -3.208 -0.904  0.554
C: -2.654 -1.188 2.048  1.063
C: -3.504 -1.693 3.064  -1.159
C: -4.261 -0.808 3.871  -0.778
C: -4.181 0.584 3.655  -1.154
C: -3.227 1.027 2.734  -0.228
C: -2.457 0.226 1.880  0.700
H: 3.897 -6.056 -2.514  0.465
H: 2.398 -6.814 -2.127  0.377
H: 3.339 -6.006 -0.871  0.403
H: 4.273 -3.628 -2.458  0.514
H: 3.499 -3.377 -0.860  0.353
H: 2.850 -2.517 -2.233  0.058
H: 3.046 -4.578 -4.256  0.412
H: 1.574 -3.677 -4.047  0.292
H: 1.438 -5.437 -4.150  0.346
H: 0.302 -6.373 -1.936  0.515
H: -1.719 -6.186 -0.490  0.431
H: 1.235 -2.301 -1.009  0.332
H: -3.561 -2.768 3.209  0.475
H: -4.924 -1.203 4.629  0.421
H: -4.793 1.309 4.209  0.451
H: -3.133 2.107 2.582  0.421
C: 4.423 -0.508 3.297  -0.546
C: 2.927 -0.612 3.549  -1.139
S: 1.834 0.741 3.083  0.320
C: 2.819 2.203 3.510  -0.974
C: 3.373 2.878 2.209  -1.005
S: 2.571 2.309 0.722  0.189
C: 3.835 1.267 -0.042  -0.999
C: 3.764 -0.181 0.451  0.320
S: 5.110 -0.575 1.592  -0.154
H: 4.962 -1.353 3.750  0.502
H: 4.809 0.403 3.752  0.232
H: 2.704 -0.823 4.582  0.585
H: 2.565 -1.501 3.042  0.333
H: 3.612 1.931 4.175  0.565
H: 2.131 2.906 4.006  0.433
H: 4.449 2.752 2.086  0.437
H: 3.221 3.957 2.296  0.510
H: 4.830 1.721 0.110  0.627
H: 3.648 1.297 -1.103  0.380
H: 3.890 -0.868 -0.383  -0.111
H: 2.785 -0.390 0.886  -0.230
C: -4.783 1.311 -2.187  -1.526
Si: -3.405 2.430 -1.441  0.643
C: -4.093 3.112 0.173  -0.658
C: -2.913 3.876 -2.583  -1.143
N: -1.928 1.421 -1.249  0.194
C: -1.392 0.841 -2.386  0.676
C: -2.052 0.714 -3.645  -0.572
C: -1.392 0.215 -4.751  -1.090
C: -0.049 -0.182 -4.743  -0.654
C: 0.661 -0.013 -3.556  -0.830
C: -0.046 0.423 -2.442  0.229
F: 0.695 0.568 -1.248  0.128
H: -5.662 1.262 -1.529  0.414
H: -4.454 0.287 -2.310  0.429
H: -5.141 1.727 -3.132  0.438
H: -4.721 3.982 -0.030  0.544
H: -3.274 3.380 0.856  -0.181
H: -4.721 2.367 0.656  0.263
H: -3.799 4.484 -2.843  0.419
H: -2.439 3.496 -3.503  0.388
H: -2.196 4.517 -2.108  0.276
H: -3.087 1.015 -3.679  0.456
H: -1.960 0.143 -5.670  0.410
H: 0.407 -0.670 -5.609  0.417
H: 1.732 -0.263 -3.511  0.388
F: -0.507 7.060 2.990  -0.304
C: -0.673 5.825 2.483  0.381
C: -0.832 4.750 3.407  -0.748
C: -0.806 3.463 2.814  -0.383
C: -0.660 3.238 1.452  0.245
C: -0.382 4.344 0.631  -0.461
C: -0.495 5.647 1.114  -0.887
H: -0.888 4.876 4.495  0.461
H: -0.973 2.643 3.513  0.475
H: -0.122 4.148 -0.387  0.720
H: -0.396 6.511 0.446  0.452

Atoms 1-3, force components in eV/Å:
-2.0 1.3 -1.5
-0.2 0.3 -0.3
0.4 -0.7 -0.1

Summary:
Kohn-Sham gap   5.2 eV
Net charge   +1
Lowest unoccupied orbital energy   -5.1252 eV
E_tot   -105595.0994 eV
Multiplicity   1
Energy above the lowest of the compared OMol25 structures with the same formula, charge and spin   0.0 kJ/mol
HOMO   -0.3797 Eh